A 2-piece molecular cluster, C5H14 overall at a distorted geometry. Source: the Open Molecules 2025 dataset; level of theory: ωB97M-V with the def2-TZVPD basis set.

```
19
C5H14 ωB97M-V with the def2-TZVPD basis set
C -2.59 -0.98 0.70
C -1.56 -1.15 -0.40
C -0.11 -1.53 0.13
H -2.51 0.01 1.15
H -2.66 -1.82 1.45
H -3.66 -1.11 0.34
H -1.87 -1.80 -1.19
H -1.59 -0.23 -1.07
H 0.37 -2.03 -0.64
H 0.54 -0.62 0.55
H -0.26 -2.02 1.14
C 2.46 1.43 0.33
C 1.52 1.80 -0.79
H 2.27 0.38 0.50
H 3.51 1.62 0.09
H 2.19 2.08 1.20
H 2.02 1.59 -1.78
H 1.50 2.89 -0.82
H 0.45 1.51 -0.92
```

Computed properties:
total charge	0
SMILES	CCC.CC
multiplicity	1
HOMO energy	-10.9	eV

=====

A 2-piece molecular cluster, C4H7NO overall. Source: the Open Molecules 2025 dataset; level of theory: ωB97M-V with the def2-TZVPD basis set.

```
13
C4H7NO ωB97M-V with the def2-TZVPD basis set
O 2.62 1.36 0.66
C 1.43 1.26 0.55
C 0.73 -1.13 -0.46
N -0.43 -0.53 -0.40
C -1.30 0.37 -0.78
C -1.67 -0.46 0.38
H 0.78 0.92 1.39
H 1.06 -1.76 0.36
H 1.41 -0.85 -1.27
H -1.63 0.76 -1.73
H 0.87 1.47 -0.39
H -1.58 -0.05 1.39
H -2.31 -1.35 0.32
```

Computed properties:
total charge	0
multiplicity	1
HOMO energy	-7.7	eV

=====

A 16-piece molecular cluster, C42H122N6O24 overall at a distorted geometry. Source: the Open Molecules 2025 dataset; level of theory: ωB97M-V with the def2-TZVPD basis set.

```
194
C42H122N6O24 ωB97M-V with the def2-TZVPD basis set
C -0.36 -1.54 3.58
C -1.22 -0.35 3.28
O -2.25 -0.70 2.33
O 0.55 -1.81 2.54
H -1.01 -2.37 3.87
H 0.21 -1.32 4.48
H -0.50 0.35 2.86
H -1.63 0.00 4.22
H -1.89 -0.53 1.45
H 0.11 -1.97 1.70
C -0.49 5.72 -4.77
C -2.04 5.89 -4.61
O -2.61 5.06 -3.65
O -0.14 4.75 -5.73
H -0.06 5.55 -3.79
H 0.01 6.62 -5.14
H -2.56 5.76 -5.55
H -2.34 6.80 -4.09
H -2.68 4.18 -4.03
H 0.44 5.17 -6.36
C 6.70 0.63 -3.23
C 5.18 1.03 -3.43
O 4.71 0.70 -4.81
O 6.84 -0.16 -2.04
H 7.44 1.43 -3.21
H 7.02 0.06 -4.10
H 4.96 2.06 -3.19
H 4.60 0.37 -2.78
H 3.83 0.36 -4.66
H 7.70 -0.57 -2.03
C -3.72 1.81 -3.83
C -3.52 0.31 -4.07
O -2.21 0.01 -3.52
O -3.05 2.49 -4.94
H -3.40 1.98 -2.80
H -4.77 2.06 -3.97
H -3.49 -0.10 -5.08
H -4.26 -0.27 -3.53
H -2.18 -0.91 -3.26
H -2.16 2.15 -5.09
C -5.81 -1.88 3.35
C -5.61 -2.73 2.13
O -6.71 -3.53 1.70
O -6.60 -2.52 4.28
H -6.27 -0.91 3.16
H -4.84 -1.70 3.82
H -4.77 -3.37 2.41
H -5.47 -1.88 1.46
H -6.55 -3.73 0.78
H -6.18 -3.34 4.52
C -6.16 0.55 -0.75
C -7.65 0.50 -0.42
O -7.95 -0.80 0.14
O -5.54 0.64 0.50
H -5.84 1.28 -1.49
H -5.83 -0.41 -1.17
H -8.22 0.56 -1.35
H -8.02 1.29 0.23
H -8.87 -1.06 0.00
H -5.89 -0.03 1.09
C -3.10 3.82 0.20
C -1.80 4.30 -0.33
O -1.90 5.55 -0.98
O -2.87 2.56 0.84
H -3.70 3.56 -0.67
H -3.62 4.53 0.84
H -1.30 3.55 -0.94
H -1.12 4.55 0.48
H -2.21 5.43 -1.88
H -3.70 2.29 1.23
C 3.93 -3.23 4.00
C 3.74 -2.73 2.61
O 4.96 -2.63 1.89
O 2.70 -3.68 4.55
H 4.47 -2.50 4.60
H 4.73 -3.96 4.00
H 3.26 -1.77 2.77
H 3.19 -3.47 2.02
H 5.45 -1.81 1.96
H 2.54 -3.24 5.39
C -0.12 0.61 -0.62
O -0.95 -0.50 -0.27
H 0.23 1.07 0.31
H 0.64 0.21 -1.29
H -0.66 1.27 -1.30
H -1.43 -0.65 -1.08
C -1.17 -3.67 -3.76
O -2.40 -3.08 -3.27
H -0.48 -3.99 -2.99
H -1.45 -4.55 -4.34
H -0.82 -2.92 -4.47
H -3.06 -3.18 -3.95
C -4.24 -4.09 -0.46
C -5.42 -4.80 -1.18
C -5.62 -6.27 -0.68
O -6.81 -6.94 -1.28
C -6.98 -8.23 -0.65
N -6.64 -4.02 -1.08
H -4.18 -4.46 0.56
H -4.37 -3.01 -0.53
H -3.33 -4.31 -1.03
H -5.31 -4.84 -2.26
H -5.56 -6.31 0.41
H -4.69 -6.80 -0.88
H -6.00 -8.68 -0.75
H -7.72 -8.78 -1.24
H -7.33 -8.12 0.38
H -7.37 -4.68 -1.29
H -6.72 -3.31 -1.80
C 0.78 -6.95 2.66
C 0.80 -5.61 1.91
C -0.29 -5.32 0.88
O -0.08 -4.05 0.29
C 1.03 -3.71 -0.43
N 0.70 -4.61 2.93
H 1.45 -6.96 3.52
H 1.23 -7.68 1.98
H -0.22 -7.26 2.96
H 1.74 -5.42 1.39
H -1.23 -5.27 1.43
H -0.28 -6.06 0.08
H 0.80 -2.72 -0.82
H 1.13 -4.29 -1.35
H 1.98 -3.61 0.09
H 1.66 -4.40 3.15
H 0.46 -3.70 2.58
C 1.41 1.53 -7.46
C 0.49 0.85 -6.44
C 1.25 0.65 -5.06
O 2.19 -0.44 -5.15
C 2.20 -1.30 -3.99
N -0.61 1.77 -6.31
H 1.83 2.49 -7.16
H 0.93 1.62 -8.43
H 2.30 0.96 -7.73
H 0.14 -0.14 -6.74
H 0.56 0.40 -4.25
H 1.70 1.55 -4.64
H 1.38 -2.01 -4.09
H 2.10 -0.76 -3.06
H 3.21 -1.72 -3.96
H -0.44 2.76 -6.25
H -1.11 1.82 -7.18
C 1.57 5.73 -0.21
C 2.90 4.95 -0.17
C 2.62 3.41 -0.03
O 3.76 2.55 0.02
C 3.47 1.13 0.04
N 3.75 5.29 -1.28
H 1.78 6.79 -0.34
H 1.05 5.80 0.75
H 0.88 5.31 -0.94
H 3.45 5.31 0.70
H 1.94 2.99 -0.78
H 2.14 3.27 0.94
H 3.13 0.87 -0.97
H 2.81 0.83 0.85
H 4.40 0.61 0.28
H 3.36 4.86 -2.11
H 3.48 6.25 -1.45
C 4.56 0.70 4.39
C 5.88 0.57 3.68
C 6.83 -0.23 4.38
O 8.06 -0.17 3.60
C 9.32 -0.19 4.28
N 5.68 0.00 2.35
H 4.68 1.34 5.27
H 4.29 -0.31 4.68
H 3.78 1.09 3.74
H 6.34 1.55 3.60
H 6.47 -1.25 4.54
H 6.97 0.17 5.38
H 9.29 -0.56 5.30
H 9.63 0.86 4.20
H 10.00 -0.88 3.79
H 6.64 0.08 2.05
H 5.36 0.63 1.64
C 1.32 6.52 4.55
C 1.55 5.15 5.30
C 2.22 4.09 4.42
O 2.46 2.85 5.06
C 1.17 2.28 5.54
N 2.27 5.40 6.47
H 0.65 6.44 3.69
H 2.05 7.18 4.09
H 0.66 7.11 5.18
H 0.58 4.77 5.62
H 3.17 4.51 4.09
H 1.63 4.00 3.51
H 0.32 2.20 4.85
H 0.79 2.62 6.50
H 1.36 1.21 5.56
H 3.15 5.77 6.13
H 2.57 4.48 6.74
```

Computed properties:
total charge	0
multiplicity	1
HOMO energy	-8.4	eV

=====

These records have calculated total energy values of -5410.7484, -7794.0735, -103599.6460 eV, in the order they appear.
These records have HOMO-LUMO gap values of 12.06, 8.60, 8.40 eV, in the order they appear.
These records have ΔE to the lowest compared entry with this formula, charge and spin values of 1.301, 5.571, 4.566 eV, in the order they appear.